Record 1
The following is a quantum chemistry calculation of 13 unconnected molecules or ions with the total composition C34H77N9O21 in a non-equilibrium geometry, from OMol25.

Positions of all 141 atoms, in Å:
1 C 0.614 6.499 -3.314
2 O 0.639 7.920 -3.432
3 C 1.244 8.601 -2.483
4 O 1.697 8.202 -1.398
5 O 1.399 9.884 -2.922
6 C 2.014 11.011 -2.232
7 H 0.327 6.152 -4.307
8 H -0.090 6.072 -2.600
9 H 1.626 6.094 -3.285
10 H 2.084 10.862 -1.154
11 H 1.345 11.850 -2.428
12 H 2.966 11.287 -2.685
13 C -7.141 -1.540 2.118
14 O -7.126 -1.058 3.472
15 C -6.088 -1.435 4.258
16 O -5.233 -2.276 3.944
17 O -5.944 -0.544 5.294
18 C -4.844 -0.609 6.128
19 H -6.494 -0.890 1.529
20 H -8.186 -1.461 1.818
21 H -6.838 -2.579 1.983
22 H -4.898 0.199 6.858
23 H -4.169 -0.582 5.272
24 H -4.800 -1.470 6.794
25 C 1.328 -3.939 -6.990
26 O 2.683 -3.688 -6.455
27 C 3.167 -2.425 -6.487
28 O 2.529 -1.473 -7.025
29 O 4.359 -2.428 -5.980
30 C 4.995 -1.147 -5.952
31 H 1.176 -5.018 -7.013
32 H 1.171 -3.410 -7.930
33 H 0.572 -3.680 -6.248
34 H 4.581 -0.501 -5.179
35 H 4.925 -0.607 -6.896
36 H 6.071 -1.251 -5.811
37 C -7.418 -2.746 -4.577
38 O -6.022 -2.536 -4.701
39 C -5.256 -1.809 -3.866
40 O -5.508 -1.166 -2.861
41 O -4.037 -1.933 -4.261
42 C -2.927 -1.320 -3.686
43 H -7.721 -3.153 -5.542
44 H -7.947 -1.825 -4.333
45 H -7.697 -3.439 -3.783
46 H -2.015 -1.619 -4.201
47 H -2.853 -1.680 -2.660
48 H -3.147 -0.254 -3.619
49 C 3.500 -4.790 -1.261
50 C 2.215 -5.130 -0.514
51 O 1.246 -4.390 -0.513
52 N 2.220 -6.319 0.138
53 C 1.101 -6.690 1.054
54 H 4.344 -5.197 -0.704
55 H 3.551 -3.708 -1.134
56 H 3.586 -5.024 -2.321
57 H 3.110 -6.787 0.236
58 H 0.782 -5.776 1.556
59 H 1.423 -7.346 1.863
60 H 0.248 -7.240 0.657
61 C -1.139 -0.414 1.640
62 C -0.437 0.464 0.589
63 O -0.915 1.544 0.384
64 N 0.619 -0.044 -0.126
65 C 1.196 0.591 -1.252
66 H -0.872 0.022 2.603
67 H -0.824 -1.457 1.601
68 H -2.224 -0.330 1.594
69 H 0.742 -1.047 -0.120
70 H 0.614 0.534 -2.172
71 H 2.104 0.068 -1.556
72 H 1.483 1.616 -1.022
73 C 2.782 4.524 4.727
74 C 3.033 5.216 3.405
75 O 4.131 5.221 2.888
76 N 2.050 5.888 2.835
77 C 0.605 5.908 3.152
78 H 2.246 3.590 4.561
79 H 2.119 5.177 5.294
80 H 3.756 4.518 5.217
81 H 2.371 6.513 2.110
82 H 0.116 6.865 2.968
83 H 0.375 5.705 4.198
84 H 0.100 5.144 2.561
85 C 4.969 -0.462 6.979
86 C 4.904 -1.362 5.752
87 O 5.891 -2.024 5.432
88 N 3.673 -1.399 5.158
89 C 3.463 -2.084 3.919
90 H 5.428 0.504 6.768
91 H 5.649 -0.830 7.748
92 H 3.975 -0.266 7.379
93 H 2.905 -0.825 5.473
94 H 3.488 -3.174 3.944
95 H 4.179 -1.795 3.150
96 H 2.494 -1.803 3.506
97 O 1.191 4.332 -8.424
98 C 1.699 3.257 -8.145
99 N 1.254 2.433 -7.253
100 C 2.851 2.703 -8.936
101 H 1.680 1.528 -7.113
102 H 0.443 2.722 -6.726
103 H 2.644 2.728 -10.006
104 H 2.998 1.669 -8.624
105 H 3.748 3.296 -8.758
106 O -5.793 -5.607 -1.097
107 C -4.806 -5.813 -0.357
108 N -4.659 -6.978 0.278
109 C -3.773 -4.735 -0.065
110 H -3.921 -7.154 0.945
111 H -5.423 -7.626 0.155
112 H -3.273 -4.966 0.875
113 H -4.356 -3.815 -0.025
114 H -2.915 -4.644 -0.732
115 O 6.556 1.151 -1.165
116 C 6.283 1.947 -0.276
117 N 6.011 3.160 -0.549
118 C 6.297 1.556 1.232
119 H 5.824 3.451 -1.498
120 H 5.771 3.708 0.264
121 H 6.811 2.246 1.901
122 H 6.774 0.598 1.440
123 H 5.292 1.492 1.651
124 O -0.771 -2.904 6.595
125 C -0.819 -4.073 6.381
126 N -1.689 -4.579 5.530
127 C -0.045 -5.113 7.096
128 H -2.300 -3.951 5.027
129 H -1.675 -5.565 5.313
130 H -0.633 -5.860 7.630
131 H 0.556 -4.482 7.750
132 H 0.638 -5.688 6.471
133 O -6.693 4.359 2.270
134 C -5.808 3.704 1.700
135 N -4.838 3.089 2.401
136 C -5.892 3.439 0.251
137 H -4.052 2.570 2.036
138 H -4.758 3.234 3.397
139 H -6.439 2.518 0.046
140 H -4.924 3.414 -0.249
141 H -6.558 4.203 -0.149

Output
- energy above the lowest of the compared OMol25 structures with the same formula, charge and spin (kJ/mol) = 534.4
- orbital gap (Ha) = 0.3391
- net charge = 0

Atom charges from the Löwdin analysis, given in e for atoms 1 to 6: -0.036 0.014 -0.562 0.075 -0.030 -0.018


Record 2
The following is a quantum chemistry calculation of a molecular structure, C34H80F6KNO20S2 in a non-equilibrium geometry, from OMol25.

Positions of all 144 atoms, in Å:
1 K 1.482 0.712 -6.290
2 C 0.853 2.848 -0.778
3 F 1.441 1.948 -0.038
4 F 0.209 3.798 -0.073
5 F 1.966 3.361 -1.408
6 S -0.326 2.006 -2.053
7 O -1.669 2.014 -1.508
8 O -0.157 2.909 -3.186
9 N 0.368 0.503 -2.366
10 S -0.111 -0.448 -1.188
11 O -0.459 0.128 0.128
12 O -1.092 -1.422 -1.609
13 C 1.574 -1.384 -0.817
14 F 1.915 -1.996 -1.940
15 F 2.517 -0.481 -0.558
16 F 1.460 -2.180 0.229
17 C -6.027 -4.116 1.137
18 O -5.858 -2.706 1.086
19 C -6.123 -2.007 2.326
20 C -5.644 -0.562 2.305
21 O -6.347 0.082 1.209
22 C -6.303 1.513 1.273
23 H -6.959 -4.320 1.663
24 H -5.205 -4.527 1.723
25 H -6.094 -4.790 0.283
26 H -5.520 -2.542 3.060
27 H -7.175 -2.178 2.556
28 H -4.580 -0.666 2.091
29 H -5.736 -0.094 3.285
30 H -5.267 1.829 1.154
31 H -6.513 1.926 2.260
32 H -6.661 2.272 0.577
33 C 2.109 -7.744 7.951
34 O 1.186 -7.883 6.831
35 C -0.059 -7.372 7.253
36 C -0.898 -6.835 6.034
37 O -0.186 -5.859 5.372
38 C -0.986 -5.164 4.415
39 H 3.090 -8.182 7.767
40 H 1.787 -8.089 8.934
41 H 2.309 -6.674 8.012
42 H 0.048 -6.712 8.113
43 H -0.592 -8.224 7.675
44 H -1.891 -6.609 6.422
45 H -1.018 -7.684 5.360
46 H -1.315 -5.675 3.510
47 H -0.401 -4.404 3.899
48 H -1.941 -4.824 4.817
49 C -6.314 1.139 -5.491
50 O -7.559 1.218 -4.725
51 C -8.741 0.949 -5.547
52 C -9.826 0.993 -4.512
53 O -9.633 0.187 -3.345
54 C -10.840 -0.033 -2.573
55 H -6.358 0.354 -6.246
56 H -5.418 1.166 -4.872
57 H -6.213 2.019 -6.126
58 H -8.878 0.119 -6.240
59 H -8.825 1.886 -6.098
60 H -10.724 0.684 -5.048
61 H -9.985 2.032 -4.221
62 H -10.716 -0.852 -1.864
63 H -11.751 -0.307 -3.106
64 H -10.966 0.784 -1.862
65 C 3.303 -1.026 5.814
66 O 4.478 -0.255 6.116
67 C 5.180 -1.078 7.071
68 C 5.644 -0.278 8.329
69 O 4.528 0.201 9.041
70 C 4.903 1.381 9.788
71 H 3.566 -1.847 5.147
72 H 2.694 -0.389 5.173
73 H 2.712 -1.462 6.620
74 H 6.081 -1.367 6.531
75 H 4.726 -2.006 7.419
76 H 6.402 0.457 8.059
77 H 6.133 -1.019 8.961
78 H 4.118 1.633 10.502
79 H 4.971 2.275 9.169
80 H 5.834 1.077 10.266
81 C 1.999 10.013 -1.675
82 O 1.509 11.134 -2.438
83 C 2.424 11.921 -3.209
84 C 1.680 13.009 -3.988
85 O 0.844 12.454 -4.944
86 C 0.585 13.495 -5.873
87 H 2.486 9.294 -2.334
88 H 1.155 9.512 -1.201
89 H 2.691 10.335 -0.897
90 H 2.934 11.206 -3.854
91 H 3.156 12.367 -2.536
92 H 2.418 13.748 -4.300
93 H 1.006 13.478 -3.271
94 H -0.093 14.218 -5.419
95 H -0.048 13.227 -6.719
96 H 1.324 14.239 -6.167
97 C 6.396 -7.598 2.551
98 O 5.277 -8.138 1.836
99 C 4.071 -7.889 2.494
100 C 2.879 -7.980 1.551
101 O 2.659 -9.183 0.869
102 C 3.787 -9.882 0.179
103 H 6.396 -6.509 2.596
104 H 7.281 -8.060 2.113
105 H 6.453 -8.054 3.539
106 H 4.127 -6.830 2.747
107 H 3.891 -8.443 3.416
108 H 2.858 -7.121 0.879
109 H 2.086 -7.790 2.275
110 H 4.371 -9.193 -0.431
111 H 3.358 -10.763 -0.297
112 H 4.417 -10.343 0.940
113 C 7.739 -3.039 0.967
114 O 7.992 -3.538 -0.368
115 C 6.941 -3.392 -1.240
116 C 7.286 -4.043 -2.629
117 O 7.155 -5.483 -2.842
118 C 7.764 -6.403 -1.932
119 H 7.913 -1.970 1.082
120 H 8.547 -3.476 1.553
121 H 6.735 -3.323 1.283
122 H 6.759 -2.335 -1.436
123 H 5.983 -3.728 -0.845
124 H 8.336 -3.854 -2.853
125 H 6.741 -3.581 -3.452
126 H 8.818 -6.215 -1.726
127 H 7.688 -7.441 -2.259
128 H 7.200 -6.473 -1.002
129 C -5.071 8.051 -8.654
130 O -5.213 7.999 -7.200
131 C -5.067 6.691 -6.590
132 C -4.052 6.728 -5.432
133 O -3.015 7.732 -5.392
134 C -2.031 7.598 -6.490
135 H -5.169 9.113 -8.880
136 H -5.846 7.407 -9.068
137 H -4.099 7.645 -8.933
138 H -4.572 5.893 -7.142
139 H -5.999 6.331 -6.154
140 H -3.513 5.836 -5.113
141 H -4.678 6.847 -4.548
142 H -1.452 6.752 -6.119
143 H -1.433 8.491 -6.668
144 H -2.486 7.172 -7.384

Output
- orbital gap (Ha) = 0.2524
- net charge = 0

Atom charges from the Löwdin analysis, given in e for atoms 1 to 6: 0.943 -0.612 0.121 0.141 0.075 0.630


Record 3
The following is a quantum chemistry calculation of 8 unconnected molecules or ions with the total composition C34H81F3N9O11PS in a non-equilibrium geometry, from OMol25.

Positions of all 140 atoms, in Å:
1 C -33.960 -25.463 10.669
2 O -34.382 -26.828 10.802
3 C -33.550 -27.836 10.202
4 C -33.127 -29.030 11.028
5 N -32.454 -28.459 12.292
6 H -31.752 -27.746 12.154
7 H -33.113 -27.959 12.871
8 C -31.742 -29.411 13.238
9 C -30.930 -28.484 14.238
10 O -31.750 -27.341 14.727
11 C -30.858 -26.199 15.080
12 H -33.743 -25.093 9.667
13 H -33.092 -25.211 11.279
14 H -34.748 -24.796 11.021
15 H -32.706 -27.304 9.762
16 H -34.025 -28.180 9.284
17 H -32.415 -29.698 10.544
18 H -34.092 -29.462 11.293
19 H -31.033 -30.071 12.738
20 H -32.403 -30.086 13.782
21 H -30.040 -28.192 13.680
22 H -30.633 -29.158 15.042
23 H -30.416 -26.425 16.049
24 H -31.453 -25.288 15.006
25 H -30.086 -25.928 14.360
26 C -26.206 -23.825 10.684
27 F -26.656 -23.594 11.874
28 F -25.637 -22.755 10.098
29 F -25.277 -24.698 10.802
30 S -27.664 -24.548 9.564
31 O -27.058 -25.359 8.509
32 O -28.510 -25.310 10.536
33 O -28.412 -23.439 8.940
34 C -26.893 -31.526 9.529
35 O -26.268 -31.843 10.559
36 N -27.486 -32.392 8.697
37 C -28.229 -31.871 7.481
38 C -27.568 -33.821 8.850
39 H -26.925 -30.495 9.147
40 H -27.868 -32.353 6.573
41 H -28.186 -30.808 7.243
42 H -29.258 -32.213 7.373
43 H -26.989 -34.154 9.711
44 H -28.580 -34.211 8.963
45 H -27.186 -34.336 7.968
46 C -28.183 -26.715 1.983
47 O -27.230 -27.240 1.484
48 N -29.470 -27.077 1.675
49 C -30.671 -26.470 2.328
50 C -29.804 -28.081 0.669
51 H -28.245 -25.941 2.765
52 H -30.440 -25.980 3.274
53 H -31.466 -27.175 2.571
54 H -31.024 -25.711 1.630
55 H -29.086 -28.900 0.695
56 H -30.808 -28.455 0.871
57 H -29.852 -27.615 -0.315
58 C -23.813 -18.139 15.085
59 O -24.628 -17.408 15.635
60 N -22.461 -18.093 15.266
61 C -21.557 -19.003 14.548
62 C -21.901 -17.355 16.343
63 H -24.053 -18.925 14.352
64 H -20.694 -18.449 14.181
65 H -22.073 -19.453 13.700
66 H -21.109 -19.718 15.238
67 H -21.485 -18.131 16.985
68 H -21.029 -16.715 16.204
69 H -22.574 -16.792 16.989
70 C -21.230 -15.986 5.857
71 O -22.121 -15.256 5.402
72 N -21.386 -16.968 6.815
73 C -20.279 -17.869 7.125
74 C -22.665 -17.376 7.431
75 H -20.154 -15.779 5.746
76 H -20.043 -17.920 8.187
77 H -19.404 -17.585 6.541
78 H -20.525 -18.871 6.770
79 H -22.607 -17.460 8.516
80 H -23.430 -16.616 7.275
81 H -23.027 -18.320 7.024
82 O -28.694 -13.796 4.175
83 P -30.068 -14.415 4.119
84 N -30.776 -14.892 2.546
85 C -30.203 -14.393 1.320
86 C -31.962 -15.776 2.369
87 N -31.380 -13.425 4.712
88 C -32.747 -13.929 5.083
89 C -31.036 -12.010 4.938
90 N -30.225 -15.920 5.021
91 C -29.786 -17.220 4.529
92 C -30.475 -15.918 6.478
93 H -29.729 -13.418 1.436
94 H -31.027 -14.438 0.607
95 H -29.452 -15.123 1.019
96 H -31.766 -16.482 1.562
97 H -32.715 -15.042 2.083
98 H -32.200 -16.299 3.296
99 H -33.543 -13.534 4.452
100 H -32.771 -15.016 5.166
101 H -32.983 -13.513 6.062
102 H -31.366 -11.377 4.115
103 H -31.615 -11.541 5.734
104 H -29.962 -11.938 5.109
105 H -30.181 -18.077 5.075
106 H -30.218 -17.415 3.548
107 H -28.701 -17.269 4.440
108 H -31.430 -16.415 6.644
109 H -30.428 -14.893 6.848
110 H -29.793 -16.605 6.979
111 C -23.976 -28.482 19.683
112 C -22.535 -28.210 19.351
113 C -22.200 -28.454 17.796
114 C -22.651 -27.371 16.911
115 C -22.249 -25.954 17.288
116 C -22.491 -25.581 18.862
117 N -22.073 -26.779 19.658
118 O -21.890 -26.518 21.079
119 C -21.658 -24.267 19.208
120 C -23.997 -25.346 19.126
121 C -21.679 -29.239 20.087
122 H -24.630 -28.383 18.818
123 H -24.341 -27.863 20.503
124 H -24.242 -29.507 19.942
125 H -21.185 -28.777 17.566
126 H -22.836 -29.319 17.606
127 H -23.734 -27.457 16.999
128 H -22.343 -27.552 15.881
129 H -22.886 -25.275 16.721
130 H -21.237 -25.800 16.914
131 H -21.527 -24.010 20.259
132 H -20.642 -24.318 18.816
133 H -22.054 -23.386 18.703
134 H -24.428 -24.537 18.536
135 H -24.616 -26.188 18.817
136 H -24.289 -25.046 20.133
137 H -20.640 -28.910 20.055
138 H -21.656 -30.281 19.765
139 H -22.128 -29.155 21.076
140 H -22.733 -26.639 21.522

Output
- energy above the lowest of the compared OMol25 structures with the same formula, charge and spin (kJ/mol) = 623.8
- orbital gap (Ha) = 0.2483
- net charge = 0

Atom charges from the Löwdin analysis, given in e for atoms 1 to 6: -0.082 -0.180 -0.215 -0.044 0.069 0.169


We obtain E_LUMO values of -0.232; -2.105; -0.890 eV for the records listed above, in that order.